1.
{"formula": "C41H40INO2", "method": "ωB97M-V/def2-TZVPD", "orbital_gap_ev": 8.98, "e_lumo_ev": -0.45, "energy_ha": -2089.25607, "e_homo_ev": -9.4244, "species": ["C", "C", "C", "I", "C", "C", "C", "C", "C", "C", "C", "O", "N", "C", "O", "H", "H", "H", "H", "H", "H", "H", "H", "H", "H", "C", "C", "C", "C", "C", "C", "H", "H", "H", "H", "H", "H", "C", "C", "C", "C", "C", "C", "H", "H", "H", "H", "H", "H", "C", "C", "C", "C", "C", "C", "H", "H", "H", "H", "H", "H", "C", "C", "C", "C", "C", "C", "H", "H", "H", "H", "H", "H", "C", "C", "C", "C", "C", "C", "H", "H", "H", "H", "H", "H"], "xyz": [[2.08118, 1.60616, 2.81401], [1.25334, 2.64781, 2.03187], [1.89225, 3.18019, 0.74724], [3.56959, 4.42298, 1.35026], [2.33534, 2.13510, -0.25423], [1.86348, 0.81522, -0.17397], [2.22223, -0.17124, -1.08255], [3.07862, 0.18982, -2.10339], [3.53728, 1.49772, -2.21089], [3.17604, 2.48083, -1.31445], [4.43778, 1.56583, -3.40255], [4.77666, 2.53308, -4.01657], [4.76092, 0.19308, -3.78243], [3.66431, -0.59296, -3.22912], [3.24856, -1.60211, -3.70915], [3.06336, 1.46446, 2.35757], [2.21989, 1.90295, 3.85042], [1.59668, 0.62840, 2.78191], [1.11305, 3.51175, 2.68390], [0.24649, 2.27385, 1.82301], [1.20450, 3.86009, 0.24271], [1.18464, 0.54250, 0.62339], [1.85369, -1.18463, -0.99148], [3.54795, 3.48881, -1.44991], [5.63746, -0.04807, -3.32519], [-1.81438, 2.49553, -2.70611], [-2.49484, 3.07433, -3.76848], [-1.78688, 3.67278, -4.80154], [-0.39919, 3.68896, -4.77693], [0.28135, 3.10809, -3.71627], [-0.42612, 2.51340, -2.67967], [-2.36947, 2.03199, -1.89992], [-3.57737, 3.05843, -3.79085], [-2.31676, 4.12767, -5.62872], [0.15172, 4.15390, -5.58407], [1.36431, 3.11855, -3.69721], [0.10859, 2.06109, -1.85412], [-1.89425, -1.80365, -0.17375], [-2.13277, -2.80794, 0.75431], [-2.20225, -2.50215, 2.10680], [-2.04033, -1.19146, 2.53367], [-1.80469, -0.18638, 1.60581], [-1.72966, -0.49348, 0.25360], [-1.83493, -2.04071, -1.22827], [-2.26304, -3.83025, 0.42304], [-2.38245, -3.28666, 2.83100], [-2.09754, -0.95456, 3.58827], [-1.68055, 0.83750, 1.93727], [-1.53723, 0.28936, -0.47014], [-2.66253, -6.99873, 6.80576], [-3.40395, -6.46446, 5.76085], [-2.75804, -5.88254, 4.67901], [-1.37126, -5.84005, 4.63835], [-0.63118, -6.37600, 5.68232], [-1.27564, -6.95309, 6.76755], [-3.16601, -7.45085, 7.65044], [-4.48526, -6.50102, 5.79007], [-3.33761, -5.46260, 3.86623], [-0.86617, -5.38816, 3.79314], [0.45009, -6.34039, 5.65001], [-0.69744, -7.36828, 7.58294], [4.82309, -6.01924, 4.98426], [3.48767, -6.39601, 4.95054], [2.80200, -6.41456, 3.74401], [3.45288, -6.06228, 2.56968], [4.78878, -5.68760, 2.60316], [5.47312, -5.66387, 3.81062], [5.35764, -6.00360, 5.92527], [2.98256, -6.67667, 5.86643], [1.75943, -6.70598, 3.71600], [2.91873, -6.08045, 1.62838], [5.29725, -5.41475, 1.68740], [6.51426, -5.36915, 3.83691], [-5.09559, 8.86452, -6.84524], [-4.91979, 8.95338, -5.47119], [-4.50472, 7.84198, -4.75105], [-4.26085, 6.64290, -5.40606], [-4.43499, 6.55444, -6.78020], [-4.85432, 7.66475, -7.49987], [-5.42068, 9.73110, -7.40641], [-5.10602, 9.88987, -4.96139], [-4.37039, 7.90986, -3.67917], [-3.93454, 5.77731, -4.84392], [-4.24401, 5.61933, -7.29186], [-4.99304, 7.59498, -8.57106]]}

---

2.
{"formula": "C31H43BrF24O13SSi2", "method": "ωB97M-V/def2-TZVPD", "orbital_gap_ev": 10.02, "e_lumo_ev": 0.21, "energy_ha": -8133.36129, "e_homo_ev": -9.8098, "species": ["C", "C", "C", "Br", "Si", "C", "C", "C", "F", "F", "F", "O", "Si", "C", "S", "O", "O", "C", "F", "F", "C", "F", "F", "F", "C", "C", "F", "H", "H", "H", "H", "H", "H", "H", "H", "H", "H", "H", "H", "H", "H", "H", "H", "H", "H", "C", "C", "O", "C", "O", "C", "F", "F", "F", "H", "H", "H", "H", "H", "C", "C", "O", "C", "O", "C", "F", "F", "F", "H", "H", "H", "H", "H", "C", "C", "O", "C", "O", "C", "F", "F", "F", "H", "H", "H", "H", "H", "C", "C", "O", "C", "O", "C", "F", "F", "F", "H", "H", "H", "H", "H", "C", "C", "O", "C", "O", "C", "F", "F", "F", "H", "H", "H", "H", "H"], "xyz": [[2.39652, -1.07932, 4.05961], [0.86971, -0.99060, 3.91338], [0.31299, -1.57775, 2.60209], [1.27102, -3.23289, 2.12042], [0.42941, -0.43481, 1.11283], [-0.54006, 1.14314, 1.40741], [-0.88226, 1.94140, 0.13465], [-1.95840, 2.99598, 0.39768], [-2.08643, 3.32862, 1.69903], [-3.17416, 2.57275, -0.00358], [-1.69864, 4.13998, -0.26788], [2.03692, -0.21717, 0.70717], [2.80074, 1.22448, 0.77049], [2.83493, 2.09336, 2.40587], [4.92898, 0.64574, 0.33433], [5.55931, 0.52309, 1.63740], [4.99589, -0.50006, -0.53569], [5.79924, 2.09300, -0.43831], [5.55292, 3.16548, 0.35091], [5.29171, 2.32341, -1.66205], [7.35115, 1.88650, -0.53447], [7.66365, 0.60118, -0.61456], [7.80284, 2.49510, -1.63162], [7.95202, 2.40948, 0.52425], [-0.36845, -1.33020, -0.35227], [0.09744, -0.88162, -1.72789], [-1.77870, -1.27436, -0.23804], [2.90203, -0.96380, 3.09883], [2.73403, -0.24365, 4.67723], [2.70771, -2.01919, 4.50729], [0.51574, 0.04345, 3.99280], [0.43993, -1.52275, 4.76787], [-0.71546, -1.91974, 2.72741], [-1.49907, 0.79861, 1.81813], [-0.11913, 1.80921, 2.16495], [-0.02392, 2.49192, -0.25049], [-1.31397, 1.27726, -0.61301], [2.34457, 2.07148, -0.34730], [2.26007, 3.02044, 2.29014], [3.86088, 2.38339, 2.63734], [2.37809, 1.52754, 3.21610], [-0.08928, -2.38500, -0.24612], [0.15464, 0.19803, -1.84912], [-0.62285, -1.25279, -2.46452], [1.07089, -1.31774, -1.95836], [-0.36080, 1.30462, -8.64572], [0.52989, 1.55377, -7.45072], [-0.24298, 1.84305, -6.26388], [-0.72187, 0.79539, -5.61615], [-0.58845, -0.35871, -5.89666], [-1.47717, 1.26656, -4.35762], [-2.27243, 2.30732, -4.61450], [-0.58897, 1.64706, -3.42038], [-2.22228, 0.28836, -3.85923], [-1.03501, 2.14776, -8.80159], [0.23955, 1.16600, -9.53808], [-0.97274, 0.41421, -8.50099], [1.15004, 2.43367, -7.60588], [1.19053, 0.70947, -7.25754], [5.03194, 4.46818, 8.09837], [4.46421, 3.99252, 6.78024], [3.67859, 2.79300, 6.95121], [2.43236, 2.96372, 7.36094], [1.88062, 3.99527, 7.60347], [1.73182, 1.59285, 7.44114], [2.50657, 0.67582, 8.02464], [1.44759, 1.16539, 6.19876], [0.59723, 1.67380, 8.12461], [5.60723, 3.67355, 8.57361], [5.68451, 5.32498, 7.93531], [4.23795, 4.76367, 8.78335], [5.25929, 3.71301, 6.09271], [3.85817, 4.76065, 6.30135], [-6.47866, -2.81390, 1.29871], [-6.42333, -4.30464, 1.04807], [-5.16407, -4.68459, 0.45402], [-4.15199, -4.83747, 1.29241], [-4.16824, -4.70251, 2.48007], [-2.89282, -5.26483, 0.51148], [-2.73899, -4.53571, -0.59785], [-2.98901, -6.55233, 0.15086], [-1.80987, -5.11772, 1.26465], [-6.28417, -2.26930, 0.37350], [-7.46073, -2.53254, 1.67184], [-5.72449, -2.51987, 2.02073], [-7.18111, -4.60930, 0.32957], [-6.58385, -4.87222, 1.96416], [4.14053, -3.38602, -10.53471], [3.66412, -3.09370, -11.93972], [2.44959, -2.31188, -11.92810], [2.59845, -1.00836, -11.76718], [3.61974, -0.40313, -11.63114], [1.21765, -0.32410, -11.81828], [0.31389, -0.98588, -11.08999], [0.77135, -0.27059, -13.07785], [1.29988, 0.92329, -11.35163], [3.35317, -3.87257, -9.95879], [5.00972, -4.04181, -10.56500], [4.41778, -2.46897, -10.01601], [3.40320, -4.01183, -12.46073], [4.42420, -2.57829, -12.52507], [-5.42339, 1.18846, 7.35933], [-6.89292, 0.88711, 7.16772], [-7.10781, 0.04121, 6.01802], [-6.92292, -1.25578, 6.20908], [-6.60104, -1.80081, 7.22189], [-7.23043, -2.01649, 4.90358], [-6.68664, -1.40979, 3.84245], [-8.55660, -2.07503, 4.70963], [-6.76395, -3.25743, 4.96016], [-5.00309, 1.62516, 6.45310], [-5.29059, 1.89053, 8.18159], [-4.86397, 0.28141, 7.58563], [-7.45184, 1.79617, 6.95790], [-7.32730, 0.42057, 8.05076]]}

---

3.
{"formula": "C16H18AsCrN5S4", "method": "ωB97M-V/def2-TZVPD", "orbital_gap_ev": [6.16, 6.61], "e_lumo_ev": [2.09, 2.49], "s2": 1.0882, "spin_multiplicity": 2, "charge": -1, "energy_ha": -5767.37083, "e_homo_ev": [-4.0688, -4.1162], "de_lowest_kj_mol": 9.6, "species": ["Cr", "C", "C", "C", "C", "N", "C", "C", "C", "C", "C", "C", "C", "H", "H", "H", "H", "H", "H", "H", "H", "S", "As", "S", "S", "S", "C", "C", "C", "C", "N", "C", "N", "N", "N", "H", "H", "H", "H", "H", "H", "H", "H", "H", "H"], "xyz": [[-1.15361, -0.46777, 1.18574], [-2.07663, -0.31116, 5.39620], [-0.82621, -0.19137, 5.97822], [0.29674, -0.22449, 5.17356], [0.14945, -0.38190, 3.80045], [-1.06860, -0.50264, 3.24862], [-2.15550, -0.45978, 4.02401], [1.25781, -0.38369, 2.81616], [2.59664, -0.39530, 3.19799], [3.59169, -0.38969, 2.23165], [3.23976, -0.37131, 0.88546], [1.89922, -0.37214, 0.51599], [0.86947, -0.37498, 1.46304], [-2.98695, -0.27395, 5.97950], [-0.72556, -0.05672, 7.04946], [1.28527, -0.11069, 5.59813], [-3.10106, -0.54316, 3.50431], [2.87549, -0.41887, 4.24608], [4.63539, -0.40437, 2.52585], [4.01234, -0.37017, 0.12473], [1.65731, -0.37485, -0.54371], [-5.61747, 1.22565, 1.32590], [-3.87416, 0.60302, 0.35047], [-3.28047, -1.46435, 0.98189], [-2.04222, 1.63589, 1.19501], [-3.94046, 0.79038, -1.78341], [1.34387, -0.57843, -5.17424], [0.55233, 0.67261, -4.80705], [1.35754, 1.58693, -3.89047], [-0.80600, 0.34254, -4.20406], [-0.73382, -0.23141, -2.86888], [-0.96348, 0.36473, -1.71309], [-0.88671, -0.54859, -0.78628], [-0.60138, -1.73482, -1.39648], [-0.52824, -1.55902, -2.65545], [2.27837, -0.30593, -5.67273], [0.77552, -1.22789, -5.84503], [1.58977, -1.16173, -4.28192], [0.32293, 1.22270, -5.72541], [1.60052, 1.08387, -2.94760], [0.81093, 2.50369, -3.64971], [2.30094, 1.87054, -4.36517], [-1.35322, -0.36292, -4.82750], [-1.41497, 1.24070, -4.10479], [-1.16259, 1.41086, -1.55543]]}

---

Number 3 is which compound?
C16H18AsCrN5S4